# 1
# C66H82BiN5O5P2S

C66H82BiN5O5P2S as an isolated structure (ωB97M-V with the def2-TZVPD basis set, OMol25).

Cartesian coordinates (Å):
H: -2.72 -2.92 4.19
C: 4.10 -2.35 3.51
C: -2.91 0.93 -2.43
H: 0.15 -1.99 -2.36
C: -1.25 -4.91 3.08
H: 0.02 -2.96 1.72
H: -1.62 -1.24 -1.94
H: 3.27 1.67 -1.22
C: -4.75 0.68 2.32
H: 0.17 -5.51 -0.98
H: 0.26 0.56 -2.99
C: -1.39 5.97 0.75
H: 4.55 -4.10 1.27
C: 0.44 3.17 -1.32
H: 2.80 -4.15 1.52
H: -0.73 3.49 1.68
C: 3.44 -1.35 2.56
C: 0.17 -1.08 -5.08
C: -1.15 7.25 0.27
H: 0.25 1.87 7.57
C: 2.21 0.00 -5.75
C: -0.19 -2.20 3.59
H: -2.02 3.32 -3.66
C: 0.19 -1.84 -6.25
H: -0.60 -2.55 -6.44
H: -2.03 -4.55 -1.08
H: 7.18 -1.35 -3.74
C: -4.50 -0.34 -4.32
H: 8.51 -1.04 -1.67
O: 1.54 -0.30 -1.08
C: -4.21 0.54 -2.11
H: -2.10 4.10 2.61
C: 1.30 4.13 -1.85
C: -3.20 0.04 -4.65
H: 3.92 -2.07 4.55
S: 2.35 -0.14 -2.38
C: -4.45 2.70 3.62
H: 1.63 5.52 -3.45
H: -2.81 -0.15 -5.64
C: -6.61 1.67 3.48
H: 3.03 -0.63 -7.63
C: 1.74 1.12 1.93
H: 1.95 -1.32 -0.53
C: 5.51 -0.22 -3.02
H: -3.80 -3.81 3.12
H: 2.21 4.38 -1.34
C: 1.17 -0.16 -4.83
O: 0.62 1.64 1.50
H: 5.44 -2.57 -0.76
C: -2.41 0.67 -3.70
H: 4.28 -1.55 -1.59
H: -0.64 -1.22 -4.37
H: -3.31 -2.17 2.69
C: 0.97 4.77 -3.04
H: -6.00 -0.40 -2.79
H: 1.67 -3.19 3.38
C: -3.19 -1.68 -0.59
N: 2.07 -2.32 -0.27
H: -3.74 2.13 0.36
H: 4.94 -0.35 -3.93
H: 2.21 -2.97 -2.25
H: -0.74 -6.06 0.40
C: 6.77 -0.79 -2.91
H: 4.23 -3.32 -1.78
C: 1.19 0.63 -3.55
N: -2.51 3.81 0.58
H: -6.74 -0.12 2.29
H: 0.50 -4.83 0.62
C: -2.24 5.10 0.06
H: 3.57 1.80 -2.98
P: -2.15 1.75 2.43
C: 4.40 -2.50 -1.08
C: -0.29 -5.18 -0.05
H: -3.78 3.24 -0.99
C: 3.60 1.14 -2.11
H: 2.24 0.48 3.90
C: 4.97 0.52 -1.96
H: -1.55 8.70 -1.26
H: -0.90 5.66 1.67
H: -2.72 -5.05 1.06
C: 3.92 -1.45 1.10
C: -0.22 4.46 -3.70
H: -0.60 -1.23 3.86
H: 5.01 -1.46 1.14
H: 3.79 -3.38 3.40
H: 1.23 -2.27 -8.07
C: -0.75 2.87 -1.97
H: 0.19 3.22 3.52
C: -2.97 -3.10 3.14
H: -1.71 0.43 7.12
O: -2.92 -0.70 0.24
P: -1.91 1.75 -1.17
H: 5.18 -2.31 3.36
O: 2.83 1.38 1.46
C: -2.58 6.84 -1.59
C: -0.20 1.85 6.58
C: -1.30 1.04 6.33
C: 3.59 -3.98 0.77
H: 3.52 -4.76 0.02
C: 1.61 0.13 3.07
C: -1.88 1.03 5.07
C: -1.82 3.44 1.79
C: -1.39 -4.14 -0.28
H: -3.50 4.94 -1.70
H: -7.66 1.66 3.75
H: -2.76 0.41 4.90
C: 3.52 -2.59 0.16
H: -1.42 1.00 -3.98
H: -4.36 -0.08 1.65
H: -3.81 3.49 4.00
C: 6.99 0.14 -0.70
H: -0.51 -2.87 4.39
C: 0.32 2.65 5.57
C: -3.92 1.69 2.80
H: -5.12 -0.84 -5.06
H: 1.63 -1.99 4.66
H: 1.17 3.29 5.76
H: 0.71 2.67 -0.40
C: -3.12 2.80 -0.24
H: -3.17 -3.43 0.71
H: 1.47 -2.41 0.56
O: -4.30 -2.12 -0.77
H: 5.32 1.27 0.01
H: -0.48 7.90 0.83
C: 0.15 -2.93 -1.82
H: 2.99 0.73 -5.57
H: -2.03 -5.68 3.12
H: -0.09 -3.71 -2.56
H: -3.06 7.17 -2.50
Bi: -0.88 0.01 0.69
C: -1.73 7.70 -0.90
H: -4.61 0.69 -1.11
H: -6.19 3.47 4.58
C: 1.33 -2.19 3.63
H: -0.48 4.97 -4.61
C: -1.09 3.52 -3.16
H: 1.77 -4.21 -1.09
C: -2.02 -2.14 -1.45
C: 7.52 -0.61 -1.75
C: 5.73 0.70 -0.81
C: -0.25 2.63 4.30
H: 0.59 0.15 3.43
H: 3.83 -0.38 2.87
H: 7.58 0.29 0.20
N: -0.89 -2.83 -0.78
C: -6.10 0.67 2.67
C: 1.59 -3.19 -1.38
H: -0.97 -4.71 4.11
H: 3.66 -0.51 0.61
H: -2.45 -2.77 -2.24
N: 1.95 -1.24 2.68
C: -1.35 1.81 4.05
C: -1.78 -3.66 2.36
C: 1.22 -1.68 -7.16
N: -0.74 -2.60 2.28
C: -2.83 5.56 -1.12
C: -5.79 2.68 3.95
H: 1.44 1.68 -3.69
C: -2.31 -4.04 0.95
C: -5.00 -0.09 -3.06
H: -0.39 -5.34 2.57
C: 2.23 -0.76 -6.91

The lowest unoccupied orbital energy comes out at -4.88 eV. For the HOMO energy, the calculation gives -11.90 eV. For the total energy, the calculation gives -122702.220 eV. Its charge is +2. The calculation puts the max |F| at 4.05 eV Å⁻¹.

---

# 2
# C2F2FeO3S

C2F2FeO3S as an isolated structure (ωB97M-V with the def2-TZVPD basis set, OMol25).

Cartesian coordinates (Å):
F: -0.65 2.44 -1.54
C: -0.47 1.37 -0.66
F: -0.53 2.02 0.58
C: 0.42 -1.62 1.31
Fe: -1.34 -0.64 -0.99
O: 0.69 -0.95 -0.89
O: 1.39 -2.09 1.78
S: 1.18 0.65 -0.90
O: -0.68 -1.18 1.31

The energy relative to the best compared isomer or geometry (same formula, charge and spin) is 45.1 kJ/mol. The lowest unoccupied orbital energy (spin up / spin down) comes out at -0.52 / -3.42 eV. For the HOMO energy (spin up / spin down), the calculation gives -6.74 / -10.18 eV. Its expectation value of S² is 12.012. For the total energy, the calculation gives -58869.115 eV. Its multiplicity is 7. Its charge is 0. The calculation puts the max |F| at 4.05 eV Å⁻¹.

---

# 3
# C4H23N2O5

A 6-piece molecular cluster, C4H23N2O5 overall (ωB97M-V with the def2-TZVPD basis set, OMol25).

Cartesian coordinates (Å):
C: 0.53 -0.94 -1.39
H: -2.28 -1.60 1.39
H: 0.58 1.57 2.16
O: -2.63 -2.58 -1.49
O: 0.56 -2.63 2.62
H: -1.81 -2.34 0.13
H: 0.21 -0.18 0.62
H: -0.42 2.23 -4.15
C: 0.34 0.19 -0.38
O: 0.75 0.03 2.99
H: 0.50 3.19 1.98
H: -0.69 1.55 -1.56
O: -1.46 -1.97 0.97
H: -3.02 -1.73 -1.73
H: 0.84 -0.94 2.86
N: 0.51 2.30 1.45
C: 1.61 1.05 -0.40
N: -0.77 1.11 -0.65
H: -3.28 -3.28 -1.65
H: 0.22 0.10 3.79
H: 2.47 0.44 -0.10
H: 1.89 1.30 -1.42
C: 1.65 2.31 0.46
H: 0.05 -0.78 -2.34
H: 0.01 -2.64 1.81
H: 0.83 -3.53 2.82
H: -0.74 0.75 -3.88
H: -1.67 0.70 -0.50
H: -0.39 2.21 0.94
H: 1.59 -1.07 -1.58
H: 0.12 -1.89 -1.02
H: 2.54 2.44 1.06
O: -0.10 1.44 -3.68
H: 1.47 3.21 -0.13

The lowest unoccupied orbital energy (spin up / spin down) comes out at 0.38 / 0.47 eV. For the HOMO energy (spin up / spin down), the calculation gives -2.20 / -9.26 eV. Its expectation value of S² is 0.750. For the total energy, the calculation gives -17736.297 eV. Its multiplicity is 2. Its charge is 0. The calculation puts the max |F| at 1.61 eV Å⁻¹.

---

max |F| of number 2 (C2F2FeO3S)? 4.05 eV Å⁻¹

---

charge of number 1 (C66H82BiN5O5P2S)? +2